ORCA calculation (ωB97M-V/def2-TZVPD) on a cluster of 2 separate species, C9H14O in total in a non-equilibrium geometry.

Geometry (Å):
1 O -0.049 -1.603 -2.876
2 C -0.816 -2.740 -0.884
3 C -1.403 -1.365 1.031
4 C -1.291 -2.605 0.421
5 C -0.398 -1.606 -1.554
6 C 2.497 3.219 -0.857
7 C -1.097 -0.222 0.279
8 C -0.525 -0.345 -0.964
9 C -1.676 -1.286 2.504
10 C 1.559 2.710 0.245
11 H 2.043 3.876 -1.598
12 H -1.504 -0.274 2.851
13 H -1.547 -3.473 1.020
14 H 3.350 3.750 -0.454
15 H -0.282 0.529 -1.540
16 H 1.824 3.222 1.174
17 H -0.943 -1.846 3.089
18 H -0.503 -3.711 -1.246
19 H 2.927 2.366 -1.378
20 H -2.660 -1.580 2.880
21 H 1.646 1.633 0.372
22 H -1.370 0.738 0.699
23 H -0.300 -2.413 -3.353
24 H 0.518 3.026 0.140

The SMILES is Cc1ccc(O)cc1.CC. The value obtained for the relative energy (zero: lowest compared OMol25 entry of this formula, charge and spin) is 13.98 kcal/mol. The calculation puts the HOMO energy at -8.314 eV. The gap between HOMO and LUMO is 9.19 eV. The calculated total energy is -426.55050 hartree. As for the LUMO energy: 0.9 eV.



ORCA calculation (ωB97M-V/def2-TZVPD) on a cluster of 2 separate species, C9H14O in total in a non-equilibrium geometry.

Geometry (Å):
1 O 0.229 2.222 2.498
2 C 3.110 -0.864 -2.401
3 C -1.608 -0.516 1.133
4 C -0.363 0.394 -0.729
5 C -0.230 1.431 1.576
6 C -1.205 0.506 2.060
7 C -1.332 -0.578 -0.250
8 C 1.857 -1.517 -1.891
9 C -1.839 -1.661 -1.153
10 C 0.021 1.366 0.198
11 H 1.503 -0.956 -0.971
12 H 2.870 -0.144 -3.285
13 H 3.734 -0.553 -1.473
14 H -2.217 -2.446 -0.646
15 H 1.241 2.174 2.781
16 H -2.259 -1.192 1.605
17 H -1.442 0.486 3.067
18 H 0.034 0.440 -1.753
19 H 3.863 -1.472 -2.951
20 H 0.662 2.194 -0.047
21 H 0.997 -1.688 -2.661
22 H -0.882 -2.065 -1.414
23 H 2.108 -2.637 -1.596
24 H -2.514 -1.271 -1.903

The SMILES is Cc1ccc(O)cc1.CC. The value obtained for the relative energy (zero: lowest compared OMol25 entry of this formula, charge and spin) is 62.06 kcal/mol. The calculation puts the HOMO energy at -8.282 eV. The gap between HOMO and LUMO is 8.90 eV. The calculated total energy is -426.47389 hartree. As for the LUMO energy: 0.6 eV.



ORCA calculation (ωB97M-V/def2-TZVPD) on a cluster of 2 separate species, C9H14O in total in a non-equilibrium geometry.

Geometry (Å):
1 O 2.629 -1.182 1.657
2 C -2.838 1.383 3.310
3 C 2.192 -1.390 -1.966
4 C 2.051 -1.059 0.403
5 C 1.155 -0.497 -2.192
6 C 0.547 0.072 -1.065
7 C 2.661 -1.648 -0.681
8 C -2.858 1.492 1.783
9 C 0.981 -0.184 0.208
10 C 0.646 -0.330 -3.583
11 H -3.621 2.197 1.416
12 H -3.098 0.573 1.258
13 H -3.213 0.413 3.629
14 H -1.799 1.337 3.639
15 H 1.163 -0.954 -4.301
16 H -1.946 1.979 1.421
17 H 0.766 0.691 -3.955
18 H 1.934 -1.363 2.298
19 H 3.439 -2.387 -0.502
20 H 0.484 0.257 1.067
21 H -0.434 -0.493 -3.634
22 H -3.314 2.223 3.816
23 H -0.131 0.885 -1.282
24 H 2.605 -2.014 -2.743

The SMILES is Cc1ccc(O)cc1.CC. The value obtained for the relative energy (zero: lowest compared OMol25 entry of this formula, charge and spin) is 12.85 kcal/mol. The calculation puts the HOMO energy at -8.546 eV. The gap between HOMO and LUMO is 9.32 eV. The calculated total energy is -426.55231 hartree. As for the LUMO energy: 0.8 eV.



ORCA calculation (ωB97M-V/def2-TZVPD) on a cluster of 2 separate species, C9H14O in total in a non-equilibrium geometry.

Geometry (Å):
1 O 0.673 3.007 -0.297
2 C 0.004 1.308 1.305
3 C -1.034 1.579 -0.907
4 C -1.860 -0.108 0.837
5 C -0.108 2.007 0.084
6 C 2.543 -0.536 -0.853
7 C -1.931 0.532 -0.391
8 C 2.318 -1.932 -1.353
9 C -0.822 0.294 1.703
10 C -2.748 -1.245 1.110
11 H 2.209 -2.654 -0.527
12 H -0.675 -0.056 2.687
13 H -3.058 -1.231 2.156
14 H -3.772 -1.060 0.833
15 H 1.314 -1.948 -1.924
16 H 2.978 -2.277 -2.080
17 H -2.507 -2.271 0.751
18 H -2.684 0.321 -1.170
19 H 0.922 1.283 1.820
20 H 2.859 -0.489 0.231
21 H 1.764 0.235 -1.089
22 H 1.330 3.448 0.236
23 H -1.108 1.804 -1.926
24 H 3.393 -0.009 -1.238

The SMILES is Cc1ccc(O)cc1.CC. The value obtained for the relative energy (zero: lowest compared OMol25 entry of this formula, charge and spin) is 44.16 kcal/mol. The calculation puts the HOMO energy at -8.226 eV. The gap between HOMO and LUMO is 9.02 eV. The calculated total energy is -426.50242 hartree. As for the LUMO energy: 0.8 eV.



ORCA calculation (ωB97M-V/def2-TZVPD) on a cluster of 2 separate species, C9H14O in total in a non-equilibrium geometry.

Geometry (Å):
1 O -1.025 -2.767 0.994
2 C -2.052 -0.569 0.797
3 C -1.040 -1.416 1.227
4 C -0.779 1.348 1.594
5 C -1.864 0.805 0.916
6 C 0.120 -0.867 1.740
7 C 1.707 -0.648 -3.527
8 C 0.228 0.486 2.032
9 C -0.618 2.841 1.712
10 C 1.849 -0.941 -2.019
11 H 2.168 -1.399 -4.171
12 H 0.853 -0.944 -1.561
13 H 2.610 -0.378 -1.494
14 H -2.953 -0.901 0.286
15 H 0.386 3.119 1.397
16 H 2.033 -2.013 -1.856
17 H -1.847 -3.022 0.549
18 H 0.685 -0.474 -3.735
19 H -0.831 3.192 2.722
20 H -2.622 1.493 0.577
21 H 0.974 -1.506 1.847
22 H 1.014 0.892 2.657
23 H 2.312 0.229 -3.789
24 H -1.309 3.440 1.107

The SMILES is Cc1ccc(O)cc1.CC. The value obtained for the relative energy (zero: lowest compared OMol25 entry of this formula, charge and spin) is 14.98 kcal/mol. The calculation puts the HOMO energy at -8.408 eV. The gap between HOMO and LUMO is 9.24 eV. The calculated total energy is -426.54892 hartree. As for the LUMO energy: 0.8 eV.



ORCA calculation (ωB97M-V/def2-TZVPD) on a cluster of 2 separate species, C9H14O in total in a non-equilibrium geometry.

Geometry (Å):
1 O 2.521 0.901 -2.884
2 C 0.316 -0.200 -0.087
3 C -1.366 0.103 4.668
4 C 0.128 0.224 -2.920
5 C -0.979 -0.021 -2.211
6 C -0.844 -0.405 -0.820
7 C -0.040 -0.497 4.922
8 C 1.450 0.219 -0.853
9 C 1.338 0.402 -2.189
10 C -2.037 -0.717 0.030
11 H -0.310 -1.536 5.039
12 H 2.274 1.080 -3.748
13 H -2.016 -0.042 -2.656
14 H 2.419 0.529 -0.305
15 H -1.909 -0.141 1.012
16 H -2.069 -0.396 5.432
17 H 0.427 0.008 5.772
18 H -1.670 0.149 3.617
19 H -3.040 -0.491 -0.425
20 H 0.735 -0.384 4.038
21 H 0.167 0.427 -3.986
22 H -1.363 1.219 4.875
23 H 0.534 -0.487 0.974
24 H -2.154 -1.799 0.191

The SMILES is Cc1ccc(O)cc1.CC. The value obtained for the relative energy (zero: lowest compared OMol25 entry of this formula, charge and spin) is 39.20 kcal/mol. The calculation puts the HOMO energy at -8.464 eV. The gap between HOMO and LUMO is 9.38 eV. The calculated total energy is -426.51031 hartree. As for the LUMO energy: 0.9 eV.



ORCA calculation (ωB97M-V/def2-TZVPD) on a cluster of 2 separate species, C9H14O in total in a non-equilibrium geometry.

Geometry (Å):
1 O -2.932 -1.526 -1.864
2 C 0.026 3.573 0.253
3 C -0.505 -1.053 0.769
4 C -1.722 -1.126 0.103
5 C 0.640 -1.879 -1.119
6 C -0.541 -1.873 -1.850
7 C 0.697 -1.492 0.209
8 C -1.730 -1.509 -1.246
9 C 0.481 2.293 0.994
10 C 1.961 -1.328 0.990
11 H 1.910 -0.550 1.756
12 H 2.314 -2.189 1.583
13 H -0.374 3.261 -0.706
14 H -0.513 -0.734 1.805
15 H -0.366 1.855 1.523
16 H 0.855 1.556 0.285
17 H -0.723 4.054 0.881
18 H 1.548 -2.115 -1.649
19 H -2.615 -0.874 0.646
20 H -2.869 -1.734 -2.794
21 H 0.860 4.267 0.177
22 H 2.853 -1.127 0.404
23 H -0.522 -2.213 -2.879
24 H 1.268 2.464 1.731

The SMILES is Cc1ccc(O)cc1.CC. The value obtained for the relative energy (zero: lowest compared OMol25 entry of this formula, charge and spin) is 7.73 kcal/mol. The calculation puts the HOMO energy at -8.364 eV. The gap between HOMO and LUMO is 9.21 eV. The calculated total energy is -426.56047 hartree. As for the LUMO energy: 0.8 eV.



ORCA calculation (ωB97M-V/def2-TZVPD) on a cluster of 2 separate species, C9H14O in total in a non-equilibrium geometry.

Geometry (Å):
1 O 0.632 3.049 1.105
2 C -2.599 -1.211 0.264
3 C 0.537 1.648 -0.809
4 C 1.577 -0.541 -0.805
5 C 0.980 1.868 0.497
6 C 0.775 0.435 -1.417
7 C 1.984 -1.758 -1.574
8 C 1.913 -0.341 0.518
9 C -2.987 0.016 1.100
10 C 1.598 0.847 1.187
11 H 2.428 -1.118 1.067
12 H -1.956 -0.967 -0.587
13 H -3.153 -0.378 2.102
14 H 2.120 -2.654 -0.971
15 H -3.841 0.570 0.733
16 H -2.006 -1.936 0.832
17 H 0.169 0.210 -2.294
18 H -2.109 0.665 1.177
19 H 2.955 -1.581 -2.044
20 H -3.459 -1.770 -0.098
21 H 1.757 0.963 2.255
22 H 1.280 -2.029 -2.358
23 H 1.383 3.556 1.426
24 H 0.023 2.457 -1.306

The SMILES is Cc1ccc(O)cc1.CC. The value obtained for the relative energy (zero: lowest compared OMol25 entry of this formula, charge and spin) is 10.39 kcal/mol. The calculation puts the HOMO energy at -8.685 eV. The gap between HOMO and LUMO is 9.57 eV. The calculated total energy is -426.55623 hartree. As for the LUMO energy: 0.9 eV.



ORCA calculation (ωB97M-V/def2-TZVPD) on a cluster of 2 separate species, C9H14O in total in a non-equilibrium geometry.

Geometry (Å):
1 O -1.700 2.320 2.084
2 C 0.297 1.106 1.756
3 C 0.059 1.479 -0.988
4 C -0.821 1.662 1.168
5 C 1.285 1.042 -0.449
6 C 2.224 0.243 -1.337
7 C 1.390 0.789 0.923
8 C -1.060 -3.114 -0.321
9 C -0.935 -1.578 -0.168
10 C -0.988 1.879 -0.173
11 H 0.048 1.492 -2.070
12 H -1.342 -1.098 0.728
13 H -1.948 2.349 -0.476
14 H -2.054 -3.301 -0.750
15 H 0.307 0.920 2.816
16 H 2.346 0.502 1.320
17 H 2.991 -0.374 -0.832
18 H -1.296 3.177 2.262
19 H 0.055 -1.192 -0.326
20 H 1.609 -0.670 -1.602
21 H -1.055 -3.547 0.677
22 H -0.445 -3.645 -1.038
23 H -1.559 -1.179 -0.971
24 H 2.597 0.737 -2.233

The SMILES is Cc1ccc(O)cc1.CC. The value obtained for the relative energy (zero: lowest compared OMol25 entry of this formula, charge and spin) is 32.20 kcal/mol. The calculation puts the HOMO energy at -8.853 eV. The gap between HOMO and LUMO is 9.78 eV. The calculated total energy is -426.52147 hartree. As for the LUMO energy: 0.9 eV.



ORCA calculation (ωB97M-V/def2-TZVPD) on a cluster of 2 separate species, C9H14O in total in a non-equilibrium geometry.

Geometry (Å):
1 O 0.879 1.538 -2.759
2 C -0.020 1.260 0.728
3 C -1.686 -2.105 0.879
4 C 1.545 -0.110 -1.113
5 C 1.392 -0.580 0.188
6 C -2.732 -1.227 0.188
7 C 0.587 0.062 1.121
8 C 0.754 0.946 -1.534
9 C 0.007 1.654 -0.595
10 C 0.361 -0.442 2.517
11 H 1.801 -1.537 0.496
12 H -0.318 0.218 3.046
13 H -0.705 2.360 -1.005
14 H -1.704 -2.015 1.953
15 H 1.369 1.005 -3.394
16 H 2.334 -0.579 -1.689
17 H -0.743 -2.053 0.346
18 H 1.369 -0.442 2.966
19 H -2.836 -0.239 0.648
20 H -2.448 -0.949 -0.827
21 H -0.609 1.788 1.468
22 H -1.947 -3.145 0.633
23 H -3.714 -1.695 0.212
24 H 0.172 -1.495 2.684

The SMILES is Cc1ccc(O)cc1.CC. The value obtained for the relative energy (zero: lowest compared OMol25 entry of this formula, charge and spin) is 20.73 kcal/mol. The calculation puts the HOMO energy at -8.273 eV. The gap between HOMO and LUMO is 9.14 eV. The calculated total energy is -426.53975 hartree. As for the LUMO energy: 0.9 eV.